[1]
Molecular formula: C4H9N3O
Method: DFT, ωB97M-V with the def2-TZVPD basis set

Net charge: 0
Total energy (hartree): -397.142036
Molar mass (g mol⁻¹): 115.14
SMILES: CC(/C=N\O)=C(N)N
Energy relative to the best compared isomer or geometry (same formula, charge and spin) (eV): 5.677
Max |F| (hartree/bohr): 0.0736
2S+1: 1

Positions of all 17 atoms, in Å:
C1 2.0274 0.6925 0.1974
C2 -0.0319 -0.8321 -0.0161
C3 0.5759 0.4302 -0.1044
N1 0.5719 -1.8264 0.7139
N2 -0.8613 -1.3117 -1.0085
C4 -0.3835 1.5061 -0.0466
O1 -2.5915 0.6747 -0.3460
N3 -1.5820 1.2458 0.4411
H1 -2.9960 1.3843 -0.8744
H2 0.1152 -2.7262 0.6517
H3 0.8749 -1.5339 1.6342
H4 -1.4037 -0.5478 -1.4068
H5 -1.5241 -2.0043 -0.6814
H6 -0.0364 2.5438 0.0382
H7 2.2377 1.7632 0.2668
H8 2.3601 0.2623 1.1470
H9 2.6474 0.2794 -0.6061


[2]
Molecular formula: C4H9N3O
Method: DFT, ωB97M-V with the def2-TZVPD basis set

Net charge: 0
Total energy (hartree): -397.201981
Molar mass (g mol⁻¹): 115.14
SMILES: C/C(=N\N)[C@@H](C)N=O
Energy relative to the best compared isomer or geometry (same formula, charge and spin) (eV): 4.045
Max |F| (hartree/bohr): 0.0385
2S+1: 1

Positions of all 17 atoms, in Å:
C1 1.1024 -0.0476 -0.4482
C2 1.7193 1.2789 -0.0435
C3 -1.1376 -1.2283 -0.8964
C4 -0.3839 -0.1661 -0.1466
N1 -2.1424 0.7037 1.0495
N2 1.5783 -1.2144 0.2862
N3 -0.8404 0.6156 0.7429
O1 2.2663 -1.0209 1.2663
H1 1.2598 -0.2731 -1.5083
H2 -2.7573 -0.0732 0.8206
H3 -2.2856 1.1117 1.9611
H4 1.2590 2.0891 -0.5999
H5 2.7892 1.2615 -0.2422
H6 1.5604 1.4449 1.0182
H7 -1.6402 -0.7911 -1.7601
H8 -1.8941 -1.6917 -0.2618
H9 -0.4533 -1.9991 -1.2376